ORCA calculation (ωB97M-V with the def2-TZVPD basis set) on a structure of composition C2H7AlF.

Properties
LUMO energy, eV: 4.20
E_tot, a.u.: -422.6998
Total charge: -1
HOMO, eV: -4.67

Geometry (Å):
Al (-1.591070, -0.083295, 0.100094)
F (1.997993, -0.796068, 0.967555)
C (0.292527, 0.669835, 0.072451)
C (1.382553, -0.342025, -0.227350)
H (1.008428, -1.248437, -0.714111)
H (-2.653534, 1.072988, 0.570746)
H (0.539991, 1.130870, 1.036445)
H (-1.942129, -0.580483, -1.428758)
H (-1.613434, -1.367124, 1.114314)
H (0.376558, 1.486733, -0.655893)
H (2.202115, 0.057005, -0.835493)

Force components x, y, z for each atom (eV/Å):
-0.02 -0.02 -0.04
-0.01 0.02 -0.03
0.06 0.09 0.05
0.03 -0.10 0.06
-0.01 0.02 -0.02
0.02 -0.01 0.00
0.02 -0.02 0.00
0.02 0.00 0.03
-0.04 0.02 -0.02
-0.08 -0.02 -0.03
0.01 0.02 -0.01

=====

ORCA calculation (ωB97M-V with the def2-TZVPD basis set) on a cluster of 2 separate species, C2H7BO2 in total in a non-equilibrium geometry.

Properties
LUMO energy (spin up / spin down), eV: 0.85 / -0.24
Multiplicity: 3
E_tot, a.u.: -255.5552
HOMO (spin up / spin down), eV: -5.06 / -11.49

Geometry (Å):
O (-1.775126, -0.229001, 0.125980)
O (2.991568, -0.889605, 0.279868)
C (-3.076942, -0.632176, 0.112231)
C (0.472968, 1.233667, -0.009260)
B (-0.629915, 0.153372, -0.200759)
H (0.147279, 2.281350, -0.182138)
H (-3.723915, -0.640426, -0.694411)
H (3.110246, -0.241114, -0.333401)
H (1.329323, 0.998586, -0.802732)
H (-3.147848, -1.464765, 0.681009)
H (3.489741, -1.678267, 0.008484)
H (0.812620, 1.108376, 1.015126)

Force components x, y, z for each atom (eV/Å):
-4.25 0.46 1.27
-0.31 -3.27 2.82
1.84 0.81 0.65
0.81 0.10 -1.56
3.76 -0.22 -2.82
0.05 -0.45 0.21
-0.49 0.95 -2.12
0.64 2.60 -2.75
-1.79 0.57 2.00
-0.55 -2.34 2.16
-0.27 0.62 -0.01
0.55 0.17 0.16

=====

ORCA calculation (ωB97M-V with the def2-TZVPD basis set) on a cluster of 2 separate species, C2H7BO2S in total in a non-equilibrium geometry.

Properties
LUMO energy, eV: 0.23
E_tot, a.u.: -653.9280
HOMO, eV: -8.28

Geometry (Å):
S (-1.847113, -0.937986, -1.563996)
O (1.557587, 1.748375, 0.770279)
O (1.273735, -0.616089, 0.720385)
C (-0.977879, 0.588406, -1.311667)
C (-0.704500, 0.809639, 0.807068)
B (0.804648, 0.616472, 0.852556)
H (2.180228, -0.510078, 0.356129)
H (0.014949, 0.454165, -1.654676)
H (-1.511376, 1.561776, -1.614606)
H (-1.467630, -0.006517, 1.190049)
H (-0.881132, -1.791022, -0.988088)
H (-1.083079, 1.900707, 0.879931)
H (2.356731, 1.905661, 0.363192)

Force components x, y, z for each atom (eV/Å):
0.47 -0.78 0.40
-2.35 0.63 1.36
2.26 -1.66 -0.76
-0.64 1.13 3.51
-3.69 0.44 -2.12
-1.07 1.47 -0.61
-0.56 -0.72 0.58
0.86 0.50 -0.41
0.82 -1.92 0.37
1.68 1.88 -0.83
-0.96 1.10 -0.63
0.52 -2.02 0.28
2.67 -0.04 -1.15

=====

ORCA calculation (ωB97M-V with the def2-TZVPD basis set) on a cluster of 2 separate species, C2H7BrOSi in total in a non-equilibrium geometry.

Properties
LUMO energy (spin up / spin down), eV: -0.19 / 0.46
E_tot, a.u.: -3018.9793
HOMO (spin up / spin down), eV: -7.27 / -8.74

Geometry (Å):
Br (1.285818, 1.912517, 0.679419)
Si (-0.927929, 0.774550, -1.728167)
O (0.123489, -0.113239, -0.835273)
C (0.864034, -0.920673, 1.250288)
C (0.556521, 0.196263, 0.329374)
H (-0.755131, -0.130885, -2.811954)
H (0.888150, -0.487741, 2.340539)
H (1.627337, -1.477794, 0.887411)
H (0.069364, -1.650597, 1.303758)
H (-0.383269, 2.160909, -1.902889)
H (-1.948524, 1.013937, -0.764376)
H (-1.258527, 0.755317, 1.559589)

Force components x, y, z for each atom (eV/Å):
0.56 0.00 -0.34
0.90 1.78 -0.05
1.24 -0.73 -0.38
-2.33 2.22 3.31
-2.07 0.43 3.00
-0.91 -0.23 -1.31
0.75 -1.06 -2.17
3.27 -1.45 -0.58
-0.72 0.15 -0.32
-0.07 -0.46 -0.50
-1.48 -0.27 0.23
0.85 -0.39 -0.89

=====

ORCA calculation (ωB97M-V with the def2-TZVPD basis set) on a cluster of 2 separate species, C2H7BrSi in total in a non-equilibrium geometry.

Properties
LUMO energy (spin up / spin down), eV: -0.19 / -0.47
E_tot, a.u.: -2943.7321
HOMO (spin up / spin down), eV: -8.95 / -8.82

Geometry (Å):
Br (3.001174, -0.946561, -0.169603)
Si (-1.480542, -0.448284, 0.078028)
C (-0.486907, 0.665714, -1.068343)
C (1.615709, 0.154636, 0.659280)
H (-0.698514, 1.724359, -0.986629)
H (2.147801, 1.061136, 1.097174)
H (-2.566124, -0.818109, -0.743814)
H (-1.937471, 0.175852, 1.221563)
H (0.971194, -0.439971, 1.372271)
H (0.105733, 0.468330, -1.968008)
H (-0.672052, -1.597098, 0.508083)

Force components x, y, z for each atom (eV/Å):
-1.09 0.57 0.36
2.19 -0.39 -2.08
0.71 0.05 0.90
0.70 0.10 0.94
0.10 0.22 0.11
-1.14 -1.10 -0.79
-1.33 -0.70 -0.56
-0.63 1.25 1.72
0.89 0.75 -1.02
-0.30 -0.44 0.48
-0.10 -0.31 -0.06

=====

ORCA calculation (ωB97M-V with the def2-TZVPD basis set) on a cluster of 2 separate species, C2H7Cl2N2 in total in a non-equilibrium geometry.

Properties
LUMO energy (spin up / spin down), eV: -4.71 / -3.83
E_tot, a.u.: -1109.9099
Total charge: +1
HOMO (spin up / spin down), eV: -11.44 / -13.45

Geometry (Å):
Cl (-2.588708, 1.181264, 0.243324)
Cl (-0.280615, 0.317429, 1.974335)
N (1.862538, 0.495107, -0.183609)
N (-1.949662, -1.155266, 0.632116)
C (-1.397745, 0.058750, 0.655412)
C (0.885638, 0.293581, -1.209447)
H (0.986381, -0.709096, -1.762288)
H (2.419788, 1.393110, -0.434119)
H (0.466865, 1.248242, -1.633292)
H (-1.322563, -1.917410, 0.779652)
H (2.474658, -0.319847, 0.010409)
H (-2.876393, -1.417200, 0.188811)
H (1.319817, 0.531335, 0.738697)

Force components x, y, z for each atom (eV/Å):
0.02 1.52 -0.01
-0.09 0.35 0.39
1.02 1.05 0.86
-1.08 -2.12 -0.57
-0.32 -0.25 -0.95
-1.35 -1.16 -1.77
-0.44 2.03 0.78
-0.79 -1.89 1.24
0.56 -1.48 0.34
0.10 -0.60 0.19
0.00 0.66 -0.76
1.80 1.01 0.74
0.57 0.86 -0.49

=====

ORCA calculation (ωB97M-V with the def2-TZVPD basis set) on a cluster of 2 separate species, C2H7Cl2N2P in total in a non-equilibrium geometry.

Properties
LUMO energy, eV: 0.20
E_tot, a.u.: -1451.6087
HOMO, eV: -8.72

Geometry (Å):
Cl (-4.405321, 0.745050, 0.354739)
Cl (-1.449263, -0.660360, -1.361746)
P (-0.840123, -1.033378, 0.597230)
N (-0.547929, -2.563765, 0.395623)
N (0.981662, -0.028107, 0.078970)
C (2.016238, -0.534592, -0.421646)
C (0.906908, 1.471716, 0.107052)
H (-0.078123, 1.873771, -0.127181)
H (1.951618, -1.603564, -0.146248)
H (-0.237600, -2.851939, 1.311886)
H (-3.863278, 1.612387, -0.430909)
H (1.643731, 1.962960, -0.471542)
H (1.103367, 1.679104, 1.223604)
H (2.818118, -0.069279, -1.109835)

Force components x, y, z for each atom (eV/Å):
0.09 0.27 -0.15
-0.17 0.54 -0.23
-0.51 -0.87 -0.33
0.41 0.75 0.29
0.77 3.62 -0.88
0.03 -1.71 -0.32
-0.75 -0.98 2.81
-0.04 -0.39 -0.07
0.98 -0.05 -1.07
0.03 -0.75 0.60
-0.12 -0.28 0.18
0.88 0.24 -0.72
-0.32 0.09 -1.68
-1.27 -0.49 1.57

=====

ORCA calculation (ωB97M-V with the def2-TZVPD basis set) on an isolated molecule of C2H7Cl2NSi in a non-equilibrium geometry.

Properties
LUMO energy, eV: 0.65
E_tot, a.u.: -1345.1610
HOMO, eV: -9.68
Structure (SMILES): CN[Si](C)(Cl)Cl

Geometry (Å):
Cl (-1.616106, 1.808767, -0.221134)
Cl (-2.593416, -1.294542, -0.135459)
Si (-0.914579, -0.078170, 0.171467)
N (0.092938, -0.285750, -1.110395)
C (1.268171, 0.519760, -1.499022)
C (-0.398435, -0.367086, 1.937038)
H (-1.226394, -0.432464, 2.602298)
H (0.171923, -1.182002, -1.484985)
H (0.216447, 0.417165, 2.330588)
H (2.045174, 0.059053, -0.804040)
H (0.264592, -1.288149, 1.917963)
H (1.133884, 1.532443, -1.117749)
H (1.555805, 0.590970, -2.586566)

Force components x, y, z for each atom (eV/Å):
-0.10 0.59 0.56
0.56 0.00 0.09
-2.00 0.31 0.75
1.11 0.76 -1.63
0.89 -0.49 1.92
1.39 -0.83 -1.08
-0.73 -0.50 0.40
-0.05 -1.71 -0.62
0.51 0.65 0.01
0.12 0.94 -1.64
-1.03 0.79 0.28
-0.09 0.07 -0.24
-0.57 -0.58 1.19

=====

ORCA calculation (ωB97M-V with the def2-TZVPD basis set) on a structure of composition C2H7ClS in a non-equilibrium geometry.

Properties
LUMO energy, eV: 0.52
E_tot, a.u.: -938.6979
HOMO, eV: -8.97

Geometry (Å):
Cl (-1.687591, -1.000317, 0.023656)
S (2.014315, -1.020954, -0.117872)
C (-0.097464, 0.801768, -0.417188)
C (0.839267, 0.166488, 0.601100)
H (0.467677, 1.306676, -1.205387)
H (0.279656, -0.319672, 1.404676)
H (-0.732807, 0.047306, -0.890168)
H (1.470436, 0.929381, 1.070961)
H (-0.748187, 1.532279, 0.066063)
H (1.097106, -1.871656, -0.604545)
H (-2.902405, -0.571294, 0.068703)

Force components x, y, z for each atom (eV/Å):
-4.32 -3.93 2.12
-0.08 -0.01 -0.02
1.72 1.41 -1.33
0.10 0.28 0.11
0.27 0.25 0.24
0.21 0.10 -0.08
2.09 2.35 -0.99
-0.07 -0.15 -0.09
-0.08 0.00 0.01
0.05 0.00 0.01
0.12 -0.31 0.01

=====

ORCA calculation (ωB97M-V with the def2-TZVPD basis set) on an isolated molecule of C2H7ClSi2 in a non-equilibrium geometry.

Properties
LUMO energy, eV: 0.53
E_tot, a.u.: -1119.5474
HOMO, eV: -9.52
Structure (SMILES): Cl[SiH]1C[SiH2]C1

Geometry (Å):
Cl (2.969095, -0.140660, 0.480849)
Si (1.284816, 0.203522, -0.580096)
Si (-1.354153, -0.311956, 0.748096)
C (-0.080230, -1.212511, -0.325837)
C (0.072730, 1.346246, 0.397365)
H (-1.968147, -0.535606, 2.000746)
H (0.356008, 2.056075, 1.043302)
H (1.819297, 0.148730, -1.881387)
H (-0.446414, -1.437974, -1.380463)
H (-0.526193, 1.970921, -0.242359)
H (0.367462, -2.260213, 0.033284)
H (-2.494267, 0.173425, -0.293503)

Force components x, y, z for each atom (eV/Å):
0.79 -0.14 0.70
-3.32 -1.01 2.86
1.75 3.58 -4.21
1.61 -2.87 -0.80
-1.99 -3.42 -2.34
-0.14 -0.57 1.20
1.67 2.17 3.00
0.10 0.56 -1.52
-0.04 0.13 1.31
-0.54 0.03 -0.93
-0.91 2.23 -0.66
1.03 -0.69 1.40

=====

The following energy relative to the best compared isomer or geometry (same formula, charge and spin) values (in kcal per mole) correspond, in order, to the records above: 59.5; 0.0; 39.8; 104.5; 122.9; 70.7; 43.4; 0.0; 42.4; 29.2.